C2N2OS | ωB97M-V with the def2-TZVPD basis set

Summary:
- HOMO-LUMO gap (eV) = 11.1
- HOMO level (eV) = -11.99
- ΔE to the lowest compared entry with this formula, charge and spin (kJ/mol) = 123.11

```
6
Properties=species:S:1:pos:R:3:forces:R:3:mulliken_charge:R:1
C -0.63381 0.43284 1.15746 0.389 0.374 -2.359 0.28
C 1.20934 0.08958 -0.70088 1.813 -1.472 -0.083 0.30
N -0.99690 0.12113 2.18826 -0.385 -0.253 1.709 -0.29
N 2.17535 -0.57584 -0.83755 -2.755 2.222 0.371 -0.34
O -1.16752 -0.65483 -1.15282 -0.473 0.977 0.034 -0.43
S -0.58645 0.58712 -0.65447 1.412 -1.848 0.327 0.48
```
Forces are in eV/Å.